{
  "formula": "C44H76N4O16",
  "method": "ωB97M-V with the def2-TZVPD basis set",
  "e_tot_ev": -85560.490,
  "relative_energy_kcal_mol": 338.8,
  "smiles": "C[N+](=O)[O-].C[N+](=O)[O-].C[N+](=O)[O-].C[N+](=O)[O-].c1ccccc1.c1ccccc1.c1ccccc1.c1ccccc1.COCCOC.COCCOC.COCCOC.COCCOC",
  "homo_energy_ev": -9.2,
  "gap_ev": 9.029,
  "symbols": ["C", "N", "O", "O", "H", "H", "H", "C", "N", "O", "O", "H", "H", "H", "C", "N", "O", "O", "H", "H", "H", "C", "N", "O", "O", "H", "H", "H", "C", "O", "C", "C", "O", "C", "H", "H", "H", "H", "H", "H", "H", "H", "H", "H", "C", "O", "C", "C", "O", "C", "H", "H", "H", "H", "H", "H", "H", "H", "H", "H", "C", "O", "C", "C", "O", "C", "H", "H", "H", "H", "H", "H", "H", "H", "H", "H", "C", "O", "C", "C", "O", "C", "H", "H", "H", "H", "H", "H", "H", "H", "H", "H", "C", "C", "C", "C", "C", "C", "H", "H", "H", "H", "H", "H", "C", "C", "C", "C", "C", "C", "H", "H", "H", "H", "H", "H", "C", "C", "C", "C", "C", "C", "H", "H", "H", "H", "H", "H", "C", "C", "C", "C", "C", "C", "H", "H", "H", "H", "H", "H"],
  "positions_angstrom": [[4.875, 2.437, 6.362], [3.627, 2.734, 5.595], [2.554, 2.736, 6.160], [3.813, 2.828, 4.394], [5.644, 3.183, 6.160], [5.305, 1.455, 6.163], [4.623, 2.522, 7.419], [-4.389, 4.941, -1.457], [-2.956, 5.264, -1.574], [-2.699, 6.141, -2.409], [-2.082, 4.795, -0.811], [-4.542, 3.918, -1.115], [-4.812, 5.060, -2.455], [-4.803, 5.669, -0.759], [-4.239, -1.813, -5.344], [-5.024, -0.892, -4.504], [-5.231, 0.199, -4.998], [-5.232, -1.174, -3.361], [-3.940, -2.720, -4.819], [-3.392, -1.170, -5.581], [-4.851, -2.054, -6.214], [-2.644, -4.901, -0.632], [-3.033, -5.979, -1.520], [-2.355, -6.927, -1.656], [-4.145, -5.797, -2.082], [-1.604, -4.868, -0.308], [-3.284, -5.132, 0.219], [-2.833, -3.907, -1.038], [10.163, 6.133, 1.701], [8.982, 6.147, 0.971], [7.762, 6.468, 1.622], [6.685, 5.496, 1.351], [6.681, 5.222, -0.028], [5.646, 4.331, -0.352], [10.176, 7.030, 2.320], [11.066, 6.112, 1.091], [10.220, 5.217, 2.290], [7.506, 7.453, 1.232], [7.850, 6.629, 2.696], [5.672, 5.782, 1.636], [7.036, 4.558, 1.781], [4.590, 4.585, -0.266], [5.812, 3.405, 0.199], [5.762, 4.179, -1.425], [-0.607, 0.143, -1.404], [-0.023, -0.975, -0.648], [0.400, -0.718, 0.681], [-0.670, -0.191, 1.564], [-1.646, -1.249, 1.745], [-2.764, -0.823, 2.459], [-0.570, -0.040, -2.478], [0.146, 0.920, -1.535], [-1.598, 0.503, -1.128], [1.318, -0.137, 0.591], [0.695, -1.643, 1.178], [-1.122, 0.713, 1.155], [-0.204, 0.026, 2.526], [-3.681, -1.375, 2.252], [-3.078, 0.186, 2.193], [-2.502, -0.842, 3.517], [8.564, -0.725, 2.538], [7.636, -1.564, 3.222], [6.512, -1.752, 2.472], [5.549, -2.750, 3.148], [5.013, -2.129, 4.356], [3.831, -2.797, 4.826], [9.520, -0.923, 3.023], [8.393, 0.333, 2.740], [8.737, -0.900, 1.476], [6.759, -2.144, 1.485], [6.072, -0.761, 2.353], [5.987, -3.741, 3.271], [4.734, -2.994, 2.467], [3.889, -3.874, 4.983], [3.034, -2.638, 4.099], [3.544, -2.332, 5.770], [-3.883, 3.786, 5.803], [-5.111, 4.062, 6.464], [-5.956, 2.951, 6.318], [-7.296, 3.275, 7.021], [-8.103, 2.128, 7.108], [-9.442, 2.477, 7.401], [-3.851, 3.670, 4.720], [-3.330, 2.907, 6.134], [-3.225, 4.606, 6.092], [-5.447, 2.076, 6.721], [-6.228, 2.755, 5.280], [-7.811, 3.995, 6.385], [-7.151, 3.660, 8.030], [-9.972, 2.839, 6.520], [-9.475, 3.273, 8.145], [-9.938, 1.611, 7.838], [-11.127, -5.889, 4.039], [-9.799, -5.825, 3.670], [-8.927, -4.960, 4.301], [-9.415, -4.068, 5.210], [-10.724, -4.106, 5.642], [-11.604, -5.026, 5.006], [-11.902, -6.429, 3.516], [-9.426, -6.495, 2.910], [-7.885, -4.928, 4.019], [-8.717, -3.375, 5.655], [-11.017, -3.460, 6.457], [-12.637, -5.083, 5.318], [0.113, 4.533, -9.563], [1.306, 4.505, -10.272], [2.484, 4.633, -9.534], [2.462, 4.605, -8.115], [1.277, 4.666, -7.402], [0.090, 4.546, -8.135], [-0.778, 4.446, -10.167], [1.251, 4.584, -11.348], [3.410, 4.457, -10.061], [3.376, 4.669, -7.544], [1.268, 4.693, -6.322], [-0.848, 4.386, -7.625], [-0.659, -0.918, -9.396], [-1.016, -1.887, -10.310], [-0.274, -3.080, -10.457], [0.822, -3.232, -9.621], [1.180, -2.272, -8.643], [0.464, -1.107, -8.544], [-1.331, -0.079, -9.302], [-1.909, -1.772, -10.906], [-0.463, -3.871, -11.168], [1.298, -4.198, -9.709], [2.031, -2.449, -8.002], [0.713, -0.294, -7.878], [3.983, -5.541, -1.638], [3.395, -6.698, -1.048], [4.189, -7.621, -0.438], [5.597, -7.465, -0.525], [6.150, -6.351, -1.227], [5.335, -5.409, -1.786], [3.417, -4.687, -1.978], [2.321, -6.792, -1.004], [3.806, -8.558, -0.062], [6.156, -8.235, -0.015], [7.220, -6.232, -1.314], [5.735, -4.503, -2.215]]
}